1.
# C50H43F6N6O5V

A molecular structure, C50H43F6N6O5V (ωB97M-V with the def2-TZVPD basis set, the OMol25 dataset).

CARTESIAN COORDINATES (ANGSTROEM)
V1 -0.41263 -0.02116 -0.00385
C1 -3.62143 0.68566 -2.63703
C2 -3.80253 1.51158 -1.39455
C3 -5.07955 1.86770 -0.98521
C4 -5.27570 2.72874 0.08171
C5 -4.17396 3.28910 0.69832
C6 -2.87898 2.95945 0.30874
C7 -1.74114 3.72421 0.92917
C8 -2.68193 1.99512 -0.69229
N1 -1.37938 1.51269 -1.01029
C9 -0.74758 2.03062 -2.07764
O1 -1.14533 2.90009 -2.85221
C10 0.61412 1.41150 -2.23583
C11 1.55751 1.82244 -3.15551
C12 2.80973 1.21640 -3.13981
C13 3.05556 0.19398 -2.23493
C14 2.04081 -0.18705 -1.37539
N2 0.85157 0.42076 -1.36830
C15 2.06527 -1.41242 -0.52334
O2 3.00505 -2.19195 -0.57198
N3 0.87576 -1.57508 0.10849
C16 0.56253 -2.88049 0.55217
C17 0.56603 -3.97819 -0.34433
C18 0.99020 -3.85158 -1.78193
C19 0.16446 -5.23126 0.10653
C20 -0.23159 -5.43642 1.41620
C21 -0.17435 -4.37745 2.30465
C22 0.23792 -3.11392 1.90082
C23 0.40460 -2.03184 2.93184
H1 -4.57897 0.51000 -3.12797
H2 -2.96804 1.21941 -3.32925
H3 -3.15765 -0.27239 -2.41854
H4 -5.93696 1.48006 -1.52425
H5 -6.27766 3.00204 0.38919
H6 -4.30778 4.02368 1.48538
H7 -1.63629 3.48770 1.99018
H8 -0.80588 3.52233 0.42197
H9 -1.94428 4.79440 0.85443
H10 1.30672 2.62051 -3.84049
H11 3.57677 1.53688 -3.83240
H12 4.00207 -0.32431 -2.17074
H13 0.69806 -2.89130 -2.20751
H14 2.07588 -3.90993 -1.85260
H15 0.55815 -4.65383 -2.38362
H16 0.16898 -6.06149 -0.59229
H17 -0.55232 -6.41705 1.74646
H18 -0.42969 -4.53814 3.34664
H19 0.81168 -2.45376 3.85240
H20 1.08912 -1.26049 2.56988
H21 -0.55778 -1.58434 3.18152
C24 1.29636 2.44374 3.45744
O3 0.05206 1.76838 3.70200
C25 -0.33528 1.24655 2.53559
N4 0.41629 1.42800 1.50514
C26 1.59345 2.20985 1.96092
C27 1.90827 3.48947 1.22379
C28 2.41572 4.60970 1.88302
C29 2.66656 5.78866 1.19436
C30 2.45279 5.87078 -0.17203
C31 2.01330 4.74264 -0.84844
C32 1.74961 3.57647 -0.15199
C33 -1.60086 0.56535 2.46778
C34 -2.55982 0.57879 3.45847
C35 -3.77503 -0.07451 3.23458
C36 -3.96162 -0.75080 2.04113
C37 -2.93204 -0.76118 1.10697
N5 -1.75550 -0.10566 1.29921
C38 -2.89791 -1.51584 -0.09713
N6 -1.83197 -1.54174 -0.83944
C39 -2.02660 -2.62855 -1.80404
C40 -3.53889 -2.93510 -1.68208
O4 -3.93225 -2.30702 -0.45726
C41 -1.61282 -2.39111 -3.23298
C42 -1.06127 -1.19562 -3.66635
C43 -0.71577 -1.02046 -4.99869
C44 -0.89344 -2.05136 -5.90745
C45 -1.42251 -3.26045 -5.47563
C46 -1.78741 -3.42563 -4.14982
H22 2.05848 2.02829 4.11301
H23 1.13791 3.49475 3.69856
H24 2.43999 1.49950 1.84753
H25 2.64879 4.58195 2.93888
H26 3.02825 6.65080 1.74190
H27 2.64009 6.79523 -0.70325
H28 1.86359 4.76888 -1.92113
H29 1.40650 2.70549 -0.67534
H30 -2.34514 1.08798 4.38717
H31 -4.54736 -0.06754 3.99066
H32 -4.87292 -1.29125 1.82757
H33 -1.46207 -3.48697 -1.42772
H34 -3.75315 -4.00039 -1.61431
H35 -4.11321 -2.50324 -2.50651
H36 -0.90372 -0.40267 -2.95277
H37 -0.30940 -0.06999 -5.32195
H38 -0.62048 -1.91924 -6.94660
H39 -1.54846 -4.07890 -6.17351
H40 -2.20691 -4.37045 -3.82059
C47 4.29975 -2.13238 2.45740
C48 4.12047 -0.60054 2.35547
O5 2.98753 -0.17881 1.79722
C49 4.21981 -0.04842 3.82456
F1 4.40976 1.29444 3.88735
F2 5.19666 -0.59664 4.59207
F3 3.06210 -0.28994 4.48168
C50 5.36033 -0.03372 1.59331
F4 5.52878 -0.62298 0.39385
F5 6.53714 -0.20125 2.26436
F6 5.25602 1.29127 1.35112
H41 3.51008 -2.53355 3.09341
H42 5.27703 -2.39166 2.86690
H43 4.18116 -2.54257 1.46006

Forces on the atoms, in the same order (eV/Å):
V -1.12 -0.22 0.40
C 0.02 0.06 0.08
C 0.14 -0.05 -0.04
C -0.07 0.00 0.03
C 0.00 0.05 -0.01
C -0.06 -0.04 0.00
C 0.15 -0.14 -0.04
C -0.09 -0.01 -0.04
C -0.40 0.31 -0.14
N -0.03 -0.04 0.01
C -0.23 0.32 -0.04
O 0.14 -0.09 0.01
C -0.04 -0.03 -0.20
C -0.02 0.02 -0.03
C -0.12 -0.09 0.14
C 0.14 0.09 0.03
C -0.07 0.06 -0.10
N 2.16 0.80 -2.22
C 0.13 -0.50 0.27
O 0.01 0.10 -0.11
N -0.02 -0.31 -0.07
C 0.23 -0.57 0.27
C 0.01 0.20 0.09
C 0.12 0.03 0.10
C -0.05 0.00 -0.01
C 0.02 -0.02 0.04
C -0.06 -0.11 0.00
C 0.13 0.18 -0.11
C -0.02 0.05 -0.12
H -0.02 -0.01 0.02
H -0.01 -0.06 -0.07
H -0.02 0.04 -0.05
H 0.03 -0.03 -0.03
H 0.00 -0.02 0.02
H 0.01 0.00 0.00
H 0.08 0.00 0.02
H 0.10 -0.02 0.04
H 0.01 0.00 0.00
H -0.06 0.00 0.01
H 0.03 -0.01 0.01
H -0.01 -0.03 -0.01
H 0.04 -0.02 -0.05
H 0.04 0.02 -0.02
H -0.06 0.05 -0.01
H -0.02 0.02 -0.02
H 0.01 0.00 0.00
H 0.01 0.04 0.02
H 0.02 0.00 0.00
H 0.03 0.01 0.09
H -0.04 0.03 0.05
C 0.26 0.14 -0.11
O -0.37 -0.25 -0.03
C 0.69 0.62 0.08
N -0.51 -0.34 0.15
C 0.42 -0.05 0.17
C -0.21 0.08 -0.01
C 0.03 -0.03 -0.04
C 0.05 0.04 0.03
C 0.03 -0.01 0.01
C -0.01 0.00 -0.06
C 0.00 -0.01 0.07
C -0.67 -0.01 0.83
C 0.44 0.10 -0.39
C -0.32 -0.26 -0.09
C 0.13 0.25 0.26
C -0.44 -0.22 -0.18
N -0.37 -0.45 0.81
C 0.00 -0.22 -0.04
N -0.07 0.67 0.31
C -0.15 -0.23 -0.08
C 0.10 -0.01 -0.22
O 0.00 0.02 0.23
C 0.03 0.09 0.03
C 0.00 -0.05 0.00
C 0.04 0.04 -0.02
C 0.01 -0.02 -0.01
C -0.03 -0.04 -0.02
C -0.02 0.04 0.01
H -0.08 -0.08 -0.03
H -0.04 -0.03 0.00
H -0.02 0.09 0.10
H -0.08 -0.04 0.04
H 0.04 -0.01 -0.03
H 0.00 0.00 0.00
H -0.04 0.00 0.00
H -0.04 -0.02 -0.02
H -0.02 0.05 -0.01
H -0.01 0.00 -0.01
H -0.02 0.01 -0.02
H -0.03 0.03 -0.01
H 0.00 0.02 0.05
H 0.03 0.04 0.05
H -0.08 0.00 -0.03
H 0.03 0.00 0.01
H 0.01 0.01 0.00
H -0.02 0.01 -0.01
H 0.04 -0.02 0.01
C -0.05 0.22 -0.09
C 0.24 0.17 0.28
O 0.20 -0.19 -0.02
C -0.06 -0.06 0.11
F -0.06 -0.12 -0.01
F -0.10 0.09 -0.10
F 0.12 0.01 -0.05
C 0.09 0.20 -0.03
F -0.10 0.01 0.12
F -0.12 0.00 -0.11
F 0.00 -0.20 0.00
H 0.01 0.01 0.02
H -0.04 -0.11 0.00
H -0.03 -0.06 -0.08

The calculation puts the HOMO-LUMO gap (alpha / beta) at 6.05 / 5.88 eV. The spin multiplicity is 2. As for the net charge: -1.


2.
# C25H42BBr3F6N3O8SSi

2 unconnected molecules or ions with the total composition C25H42BBr3F6N3O8SSi (ωB97M-V with the def2-TZVPD basis set, the OMol25 dataset).

CARTESIAN COORDINATES (ANGSTROEM)
C1 4.15023 -1.12423 3.88680
C2 4.67636 -0.64916 2.76398
C3 5.04438 0.36926 1.54404
C4 4.40053 -0.06895 0.13476
C5 2.77034 -0.31789 0.22255
C6 1.94120 0.47154 -0.87465
N1 0.79838 -0.22789 -1.60140
C7 1.21575 -0.95134 -2.82650
C8 2.61316 -1.73807 -2.89304
C9 3.64426 -1.03295 -3.95646
F1 3.21573 -0.58489 -5.26210
C10 5.04129 -0.90606 -3.55950
F2 5.58863 -2.08854 -2.90731
F3 5.81618 0.28225 -3.75264
C11 -0.31853 -0.78541 -0.69855
C12 -1.55924 -1.04770 -1.70911
C13 -3.03620 -1.31350 -1.24176
O1 -3.80347 -1.43826 -2.52101
Si1 -5.49889 -1.32335 -2.14903
C14 -6.42226 -2.19484 -3.62998
C15 -6.05235 -2.25063 -0.56723
C16 -6.19891 0.46071 -2.07470
S1 -0.00546 -2.39282 0.14348
O2 -1.29515 -3.07709 0.64757
O3 0.76564 -2.33275 1.47698
C17 0.82433 -3.75591 -0.81882
F4 0.38260 -5.00985 -0.20892
F5 2.26575 -3.84759 -0.61240
F6 0.43660 -3.90579 -2.18739
C18 -0.68483 0.48775 0.24677
Br1 -1.97537 1.81421 -0.59953
B1 -1.48606 0.08901 1.65773
O4 -0.74434 0.13878 2.92973
N2 -2.92407 -0.27249 1.78192
C19 -3.80085 0.86190 2.24235
C20 -2.99600 -1.30987 2.88899
O5 0.37693 1.31147 0.74155
C21 1.36236 1.81113 -0.17367
C22 2.46195 2.53443 0.83117
O6 3.64844 2.98698 0.13981
C23 3.67703 4.43624 -0.01429
O7 0.99521 2.90069 -1.04721
N3 1.70316 3.01886 -2.18263
O8 0.91667 3.29750 -3.05919
H1 3.85413 -1.35436 4.98566
H2 6.20197 0.26495 1.42146
H3 4.86879 1.47644 1.82538
H4 4.66018 0.74841 -0.63128
H5 4.94401 -1.03871 -0.22206
H6 2.41867 -0.15526 1.32519
H7 2.69492 -1.45403 0.06630
H8 2.71416 0.72734 -1.71594
H9 0.27490 0.62051 -1.97818
H10 1.38308 -0.10539 -3.63082
H11 0.47396 -1.63142 -3.36962
H12 3.21608 -1.88042 -1.94515
H13 2.44925 -2.80635 -3.33970
H14 -1.29357 -2.05689 -2.24728
H15 -1.58951 -0.27322 -2.58519
H16 -3.27640 -2.31499 -0.71441
H17 -3.61332 -0.50275 -0.67678
H18 -5.68167 -2.32727 -4.50974
H19 -7.31709 -1.56851 -4.00899
H20 -6.79817 -3.24686 -3.32832
H21 -7.18229 -2.16741 -0.33542
H22 -5.72632 -3.36723 -0.68593
H23 -5.45604 -1.84053 0.33259
H24 -6.70422 0.58249 -1.02692
H25 -5.42176 1.29608 -2.22331
H26 -7.08212 0.55173 -2.83374
H27 0.17382 -0.20630 2.80939
H28 -3.17388 1.69548 2.72584
H29 -4.48276 1.22674 1.37616
H30 -4.52802 0.43781 3.04433
H31 -2.97601 -0.79858 3.93975
H32 -3.96082 -1.95933 2.78922
H33 -2.11736 -2.05326 2.88451
H34 2.64750 1.92950 1.78975
H35 1.90416 3.50393 1.17770
H36 4.49418 4.79623 -0.74335
H37 3.78301 4.91811 1.02679
H38 2.66397 4.81881 -0.44670
Br2 2.57932 1.18293 4.56134
C24 1.00851 2.32482 4.75603
C25 1.38448 3.78572 4.70990
Br3 2.18005 4.36502 6.39258
H39 0.51705 2.03406 5.68581
H40 0.36357 2.06600 3.91363
H41 0.49582 4.40830 4.58707
H42 2.10071 4.02279 3.92129

Forces on the atoms, in the same order (eV/Å):
C 3.32 2.83 -5.38
C -3.27 -0.76 5.48
C 1.12 -1.53 0.67
C 0.04 0.18 0.06
C 0.92 -1.52 0.60
C 2.72 1.68 0.24
N -0.99 1.03 0.42
C 1.88 -0.13 -4.26
C 1.24 -1.34 -2.15
C 2.94 0.13 0.78
F 0.61 -0.28 3.81
C -2.59 -0.12 -0.84
F -1.07 4.48 -1.04
F -1.53 -4.48 0.26
C -1.76 2.24 -2.16
C 0.20 -1.86 -1.47
C -2.50 -0.51 -0.35
O -0.30 0.30 1.73
Si -1.49 -0.58 -1.60
C 0.21 -0.36 -0.60
C 1.02 -0.69 0.89
C -0.72 0.73 0.69
S -2.49 -3.50 10.10
O 2.83 2.77 -3.92
O -0.49 1.27 -5.02
C 1.87 -6.11 -1.15
F 0.98 4.30 -1.60
F -4.30 1.16 -1.20
F 1.42 1.08 3.52
C -0.55 -0.02 1.94
Br 0.65 -0.89 -0.07
B -0.06 -0.37 2.95
O -0.35 -0.75 -3.57
N 1.29 0.02 1.35
C -1.37 0.29 -0.09
C -0.18 -1.23 1.17
O 0.01 0.18 -1.96
C 3.61 -0.66 1.87
C -1.19 1.20 0.39
O -1.09 -0.02 0.21
C -0.96 1.26 0.01
O -2.20 -1.60 2.12
N -1.60 0.17 -3.65
O 2.35 -0.14 1.45
H 0.76 0.12 -2.77
H -2.09 0.23 0.19
H -0.11 -2.03 -0.30
H -0.47 -1.10 1.18
H -1.17 1.65 0.71
H 0.46 -0.18 -2.21
H -0.26 1.72 0.22
H -1.62 -0.24 1.39
H 0.36 -1.13 0.27
H -0.51 -1.40 1.64
H 0.46 1.17 1.67
H -0.92 0.39 -1.12
H -0.12 1.90 1.10
H -0.49 1.75 0.86
H 0.13 -1.10 1.88
H 1.36 1.75 -0.46
H 1.77 -0.86 -0.31
H -1.26 0.17 1.29
H 1.44 -1.06 0.65
H 0.59 1.71 -0.52
H 1.90 -0.15 -0.57
H -0.83 1.87 0.32
H -1.05 -0.64 -1.10
H 1.01 0.00 -1.77
H -1.34 -1.15 0.15
H 1.83 -0.03 1.21
H -0.66 0.64 0.26
H -1.18 -0.98 -0.77
H 1.38 -0.26 1.44
H 1.31 0.87 -1.39
H -0.11 -0.96 -1.87
H 1.58 1.39 0.08
H -1.33 1.25 -0.27
H 0.09 0.64 -1.67
H 0.60 -1.89 -0.50
H -1.11 -1.05 1.38
H 0.12 -0.63 -1.62
H 1.72 -0.68 0.69
Br -0.48 0.34 -0.07
C 0.00 0.02 -0.14
C -0.13 0.21 0.31
Br 0.04 -0.04 -0.18
H 0.10 0.15 -0.14
H 0.06 0.05 0.12
H 0.07 -0.13 -0.01
H -0.10 -0.13 0.12

For the relative energy (zero: lowest compared OMol25 entry of this formula, charge and spin), the calculation gives 124.1 kcal per mole. The calculation puts the HOMO-LUMO gap at 7.05 eV. As for the net charge: +1.


Q: The highest net charge belongs to which entry?
A: C25H42BBr3F6N3O8SSi